The following is a DFT calculation (wB97M-V/def2-TZVPD) of a structure of composition C48H37ClN2O5P2Pb.

Geometry (Å):
Pb -0.530 -0.168 1.357
O 2.820 2.254 -0.248
Cl 1.710 -1.451 2.366
O 2.435 -0.246 3.008
O 2.400 -1.935 1.114
O 1.192 1.568 2.757
O 0.819 -0.481 -4.236
C 0.074 -1.501 -4.756
C -0.056 -1.713 -6.124
C -0.873 -2.731 -6.588
C -1.575 -3.529 -5.696
C -1.464 -3.279 -4.338
C -0.644 -2.269 -3.844
P -0.565 -1.925 -2.020
C -2.331 -1.450 -1.798
C -3.475 -2.228 -1.623
C -4.727 -1.637 -1.526
C -4.865 -0.260 -1.615
C -3.740 0.530 -1.796
C -2.487 -0.061 -1.875
C -0.206 -3.626 -1.424
C -1.063 -4.666 -1.066
C -0.560 -5.876 -0.607
C 0.808 -6.072 -0.501
C 1.675 -5.052 -0.864
C 1.171 -3.843 -1.312
C 2.030 -0.090 -4.729
C 2.717 -0.756 -5.733
C 3.941 -0.262 -6.164
C 4.482 0.879 -5.596
C 3.801 1.511 -4.565
C 2.575 1.039 -4.107
P 1.690 1.697 -2.635
C 3.086 2.385 -1.653
C 3.774 1.350 -0.782
C 5.177 1.589 -0.429
C 5.754 2.771 -0.682
C 5.091 3.776 -1.492
C 3.880 3.565 -2.026
C 0.924 3.226 -3.287
C 0.655 4.271 -2.400
C -0.066 5.380 -2.817
C -0.545 5.452 -4.119
C -0.291 4.414 -5.002
C 0.438 3.307 -4.589
H 0.444 -1.066 -6.833
H -0.962 -2.892 -7.654
H -2.214 -4.325 -6.054
H -2.027 -3.886 -3.639
H -3.417 -3.304 -1.570
H -5.601 -2.261 -1.389
H -5.845 0.194 -1.543
H -3.833 1.606 -1.870
H -1.606 0.562 -2.007
H -2.134 -4.562 -1.141
H -1.245 -6.668 -0.333
H 1.195 -7.011 -0.128
H 2.745 -5.185 -0.770
H 1.855 -3.038 -1.557
H 2.335 -1.671 -6.165
H 4.469 -0.784 -6.952
H 5.433 1.265 -5.937
H 4.244 2.379 -4.097
H 3.427 0.321 -0.821
H 5.725 0.780 0.036
H 6.773 2.956 -0.366
H 5.645 4.670 -1.753
H 3.459 4.255 -2.747
H 1.017 4.218 -1.378
H -0.256 6.189 -2.123
H -1.117 6.312 -4.440
H -0.659 4.466 -6.020
H 0.638 2.502 -5.287
C 0.775 3.486 5.836
C 1.263 3.090 4.605
C 0.701 1.999 3.952
C -0.372 1.333 4.540
C -0.854 1.724 5.787
C -0.281 2.799 6.434
N -0.924 0.261 3.791
N -1.653 -0.527 4.409
C -2.181 -1.604 3.655
C -3.037 -2.437 4.369
C -3.598 -3.536 3.739
C -3.291 -3.781 2.409
C -2.436 -2.930 1.712
C -1.849 -1.825 2.313
H 1.222 4.332 6.342
H 2.097 3.594 4.134
H 1.808 0.781 2.920
H -1.681 1.180 6.221
H -0.652 3.106 7.403
H -3.243 -2.209 5.407
H -4.263 -4.195 4.280
H -3.714 -4.645 1.910
H -2.215 -3.155 0.678

Calculated values
- E_HOMO (eV) = -8.1
- gap between HOMO and LUMO (eV) = 7.083

Löwdin population analysis, charges in e, atoms 1 to 8: number 1, Pb, carries 1.262; number 2, O, carries -0.028; number 3, Cl, carries 0.824; number 4, O, carries -0.501; number 5, O, carries -0.624; number 6, O, carries -0.135; number 7, O, carries -0.050; number 8, C, carries -0.260